Entry 1:
ORCA calculation (ωB97M-V with the def2-TZVPD basis set) on C23H14Br2F4HgNP as an isolated structure.

Properties
- LUMO energy (spin up / spin down) (Eh) = -0.1002 / -0.2250
- ΔE to the lowest compared entry with this formula, charge and spin (kJ/mol) = 58.4
- spin multiplicity = 2
- charge = +1

Geometry as XYZ:
```
46
Properties=species:S:1:pos:R:3:forces:R:3:lowdin_charge:R:1
Hg -1.16173 -2.69258 0.27763 0.342 0.613 -0.192 0.6773
F 5.54498 -0.28138 -3.75548 -0.158 0.120 0.185 0.1655
C 4.54181 -0.29426 -2.89458 -0.171 0.033 0.245 -0.1140
C 4.58221 0.48269 -1.73456 -0.099 -0.031 0.049 -0.1186
F 5.61560 1.27788 -1.49272 -0.076 -0.138 -0.084 0.1521
C 3.52236 0.43117 -0.83223 -0.124 -0.076 -0.150 -0.2077
F 3.55630 1.19407 0.26174 0.250 0.056 -0.273 0.1164
C 2.41054 -0.37919 -1.05629 -0.201 -0.202 0.132 -0.3087
P 1.06552 -0.48878 0.18388 -0.057 0.032 0.124 1.0290
C -0.00121 0.96083 0.03368 0.053 -0.272 0.160 -0.4251
C -1.18096 0.91585 0.78134 0.176 -0.078 0.025 -0.1694
C -2.07584 1.96462 0.72973 -0.064 -0.043 0.091 -0.0696
C -1.80154 3.06392 -0.07040 0.033 -0.025 -0.029 -0.0546
C -0.62812 3.11258 -0.80419 -0.018 0.109 -0.130 -0.0585
C 0.27390 2.06300 -0.76870 0.046 -0.200 0.148 -0.0738
C 1.86431 -0.44835 1.80398 -0.206 -0.149 -0.058 -0.3796
C 2.70366 -1.51702 2.13158 -0.191 0.139 -0.156 -0.0939
C 3.24751 -1.60647 3.39741 0.000 -0.017 0.098 -0.0610
C 2.94361 -0.63962 4.34794 -0.020 0.069 -0.087 -0.0521
C 2.13586 0.43957 4.01138 -0.003 -0.024 0.189 -0.0571
C 1.57762 0.53644 2.74947 0.068 -0.129 -0.196 -0.0728
C 2.38739 -1.15352 -2.21963 0.180 0.037 -0.155 -0.5862
Br 0.97075 -2.32922 -2.60187 0.068 0.019 -0.182 0.7478
C 3.42975 -1.09532 -3.13825 -0.217 0.029 0.303 -0.2553
F 3.37197 -1.81485 -4.24913 0.203 0.036 -0.008 0.1012
H -1.38327 0.05368 1.41205 -0.069 0.063 -0.052 0.0737
H -2.98463 1.92066 1.31105 -0.079 0.025 0.034 0.1148
H -2.50310 3.88224 -0.12340 -0.049 0.079 0.009 0.1143
H -0.41338 3.97499 -1.41482 0.024 0.096 -0.084 0.1147
H 1.18640 2.11056 -1.34325 0.086 0.004 -0.090 0.1100
H 2.90652 -2.28041 1.39225 0.069 -0.106 -0.025 0.1103
H 3.88898 -2.43880 3.64910 0.018 -0.024 0.026 0.1135
H 3.32785 -0.73113 5.35430 0.081 0.044 -0.008 0.1137
H 1.92886 1.20773 4.74337 -0.020 -0.002 0.038 0.1137
H 0.93901 1.37124 2.49679 -0.006 0.029 0.007 0.1069
Br -2.14882 -0.30798 -2.41903 -0.118 -0.008 -0.110 0.7458
C -3.81518 -0.76100 -1.63673 -0.112 -0.005 0.108 -0.7402
C -4.96825 -0.09509 -2.02051 0.122 0.047 -0.025 -0.0938
C -6.14971 -0.44974 -1.38997 0.177 -0.134 0.031 -0.0425
C -6.13006 -1.46235 -0.44130 0.034 0.011 0.003 -0.0432
C -4.92080 -2.07063 -0.14580 -0.429 0.063 0.047 -0.1427
N -3.78569 -1.71296 -0.72576 0.794 -0.003 -0.129 -0.0432
H -4.93439 0.67082 -2.77960 0.008 0.040 -0.013 0.1067
H -7.06681 0.05906 -1.64537 -0.091 -0.008 -0.010 0.1181
H -7.03100 -1.77281 0.05952 -0.113 -0.056 0.074 0.1103
H -4.83877 -2.87015 0.57538 -0.140 -0.064 0.122 0.1079
```
Forces are in eV/Å.


Entry 2:
ORCA calculation (ωB97M-V with the def2-TZVPD basis set) on an isolated ion of composition C3H4F3O4S and charge -1 at a distorted geometry.

Properties
- LUMO energy (Eh) = 0.1391
- ΔE to the lowest compared entry with this formula, charge and spin (kJ/mol) = 54.3
- SMILES string = C[C@](O)(C(F)(F)F)S(=O)(=O)[O-]
- charge = -1

Geometry as XYZ:
```
15
Properties=species:S:1:pos:R:3:forces:R:3:lowdin_charge:R:1
C -0.53524 1.37606 -0.78158 0.643 0.236 -0.838 -0.0527
C -0.11152 0.39151 0.21208 -1.768 -4.449 2.116 -0.3514
O -1.10354 0.26545 1.33591 1.272 -1.322 -2.535 -0.0975
C 1.28151 0.47204 0.76014 0.893 0.623 1.107 -0.5639
F 1.51117 1.76851 1.24971 0.191 -0.639 -1.029 0.0673
F 1.58480 -0.27886 1.83302 -0.725 -0.271 -0.449 0.1352
F 2.20825 0.14344 -0.17074 -0.401 1.024 0.257 0.1184
S -0.25714 -1.72305 -0.54591 -0.327 -0.189 -1.281 0.5443
O 0.99929 -2.40883 -0.83902 0.051 0.936 0.928 -0.3729
O -0.97776 -2.27673 0.62238 0.085 0.687 -0.228 -0.3878
O -1.06750 -1.67158 -1.77886 0.081 0.934 1.176 -0.3932
H 0.33821 1.72059 -1.41910 -1.222 0.349 1.052 0.1236
H -1.23892 0.93922 -1.44983 -0.347 -0.962 -0.837 0.0598
H -1.22367 2.01181 -0.23164 0.766 1.272 -0.030 0.0918
H -1.40793 -0.72959 1.20346 0.808 1.770 0.590 0.0791
```
Forces are in eV/Å.


Entry 3:
ORCA calculation (ωB97M-V with the def2-TZVPD basis set) on C29H26ClIMnN4O5S as an isolated structure.

Properties
- LUMO energy (spin up / spin down) (Eh) = -0.1621 / -0.1400
- ΔE to the lowest compared entry with this formula, charge and spin (kJ/mol) = 21.6
- spin multiplicity = 5
- charge = +1

Geometry as XYZ:
```
68
Properties=species:S:1:pos:R:3:forces:R:3:lowdin_charge:R:1
Mn -0.29501 -0.47672 0.02819 -0.411 0.407 0.078 0.9064
C -3.30263 -3.38481 1.57491 -0.010 -0.016 -0.013 -0.0064
C -2.27593 -2.88861 2.54463 -0.006 -0.018 0.083 -0.2469
N -2.45794 -3.10886 3.82982 0.006 0.007 -0.035 0.1384
C -1.55671 -2.66934 4.72147 0.016 0.009 0.026 -0.0722
C -0.40488 -2.00583 4.37393 -0.020 -0.027 -0.020 -0.1389
C 0.59294 -1.54820 5.40453 -0.007 0.017 -0.004 -0.1896
O 0.96671 -0.18548 5.21734 -0.005 -0.016 0.031 -0.0545
C -0.19587 -1.74521 3.00573 0.042 0.002 0.033 -0.0668
C 1.04143 -1.14788 2.55431 -0.021 0.006 0.010 0.0008
N 1.20953 -0.60776 1.40019 0.068 0.050 -0.135 -0.0024
C 2.53617 -0.20514 1.04196 0.008 0.006 0.035 -0.3208
C 3.28353 0.60315 1.88721 0.013 -0.003 -0.009 -0.0085
C 4.59431 0.91371 1.55703 -0.002 0.012 0.014 -0.0468
C 5.15564 0.42324 0.38822 -0.009 0.000 -0.016 -0.0669
C 4.40491 -0.36532 -0.47279 -0.010 0.001 0.038 -0.1416
C 3.09594 -0.66763 -0.14353 0.002 -0.015 -0.017 -0.5868
I 1.94220 -1.84296 -1.42746 0.156 -0.043 -0.041 1.1975
C -1.14213 -2.17996 2.07852 -0.019 0.102 -0.114 -0.2383
O -1.00238 -1.98009 0.77055 0.031 -0.296 -0.142 -0.1849
H -3.93959 -4.11153 2.07169 -0.006 0.006 0.002 0.0876
H -2.83594 -3.83629 0.69963 0.001 -0.003 0.010 0.0868
H -3.92603 -2.55729 1.22641 0.006 0.003 -0.014 0.0741
H -1.78113 -2.87057 5.76297 -0.002 -0.002 -0.006 0.1222
H 1.51791 -2.12341 5.32352 -0.004 0.001 -0.001 0.1332
H 0.19574 -1.72575 6.40553 0.007 0.014 0.004 0.1279
H 0.26536 0.37928 5.55812 -0.001 0.003 0.010 0.1032
H 1.90366 -1.20696 3.21316 -0.008 -0.004 -0.001 0.1471
H 2.83483 0.98168 2.79787 0.001 -0.003 -0.003 0.1249
H 5.17655 1.54056 2.21867 -0.002 0.000 -0.003 0.1164
H 6.17660 0.66480 0.12564 0.014 -0.001 0.001 0.1132
H 4.83849 -0.72989 -1.39398 -0.002 -0.006 0.008 0.0939
C 1.96762 0.49006 -5.71560 -0.006 -0.014 -0.023 -0.0177
C 2.74770 1.06830 -4.57249 -0.005 -0.001 0.022 -0.1953
C 4.11043 0.85454 -4.43584 -0.006 0.003 -0.013 -0.0542
C 4.80978 1.40839 -3.37295 0.040 -0.023 -0.021 -0.6715
Cl 6.51489 1.09647 -3.21557 -0.027 0.003 0.016 0.6807
C 4.16930 2.18001 -2.42766 -0.037 0.046 0.009 -0.1137
C 2.80016 2.39064 -2.53795 -0.043 -0.045 -0.082 0.0042
C 2.10204 1.84491 -3.60550 -0.128 0.034 0.013 -0.2188
O 0.75281 2.04856 -3.83074 0.141 0.042 0.041 -0.0232
C -0.05543 2.37722 -2.72432 0.061 -0.094 -0.089 -0.0803
C -0.16215 1.17639 -1.80593 0.066 -0.118 -0.011 -0.5824
O 0.24818 1.27150 -0.57912 0.041 -0.008 0.073 -0.0986
O -0.62585 0.09744 -2.19798 -0.009 -0.047 0.077 -0.0364
H 2.61572 -0.09251 -6.36748 -0.003 -0.003 0.002 0.0833
H 1.49876 1.27816 -6.30600 0.004 -0.003 0.002 0.0930
H 1.16364 -0.15194 -5.35125 0.003 0.009 0.002 0.0871
H 4.63596 0.25524 -5.16830 -0.004 0.000 0.008 0.1175
H 4.72447 2.61570 -1.60833 -0.015 -0.014 -0.016 0.1097
H 2.30848 2.98928 -1.78735 -0.054 0.038 0.041 0.1144
H -1.04810 2.57912 -3.12563 0.012 0.014 -0.011 0.1503
H 0.29106 3.25321 -2.17939 0.053 0.032 0.032 0.1298
N -7.29800 0.28934 -0.38320 -0.048 0.009 -0.029 0.0978
C -6.44768 1.27341 -0.05373 0.013 -0.097 0.031 -0.8332
S -6.91738 2.80145 0.28866 -0.015 0.051 -0.035 0.7368
C -5.00158 0.87877 -0.04180 0.015 0.041 0.008 -0.2044
C -4.51260 -0.17089 -0.81388 0.040 -0.014 -0.075 0.0149
C -3.16601 -0.47266 -0.77473 -0.073 0.057 0.025 -0.0922
N -2.30621 0.21359 -0.01649 0.071 -0.170 0.055 -0.0166
C -2.76625 1.22652 0.72499 0.037 0.065 0.029 -0.0640
C -4.09670 1.58879 0.73847 0.034 -0.026 0.024 -0.0093
H -8.28210 0.50100 -0.40954 -0.008 -0.014 0.005 0.1087
H -7.01401 -0.67039 -0.47940 -0.002 0.034 0.042 0.1024
H -5.14526 -0.73894 -1.48275 -0.005 0.028 0.022 0.1237
H -2.75874 -1.27422 -1.37519 0.027 -0.003 0.015 0.1299
H -2.03511 1.76820 1.31255 0.004 -0.006 -0.001 0.1300
H -4.43814 2.42038 1.33746 -0.001 0.002 0.001 0.0963
```
Forces are in eV/Å.